{"formula": "C15H22O9PPdS2", "method": "ωB97M-V/def2-TZVPD", "symbols": ["Pd", "O", "S", "O", "O", "C", "C", "C", "C", "C", "C", "S", "O", "O", "O", "H", "H", "H", "H", "C", "O", "P", "O", "C", "O", "C", "H", "H", "H", "H", "H", "H", "H", "H", "H", "C", "C", "C", "C", "C", "C", "H", "H", "H", "H", "H", "H", "H", "H", "H"], "positions_angstrom": [[1.160434, 0.222062, -0.555661], [2.995217, -0.748761, 0.226217], [3.051572, -1.602210, -0.995077], [4.355531, -2.037150, -1.391089], [2.286788, -0.853531, -2.017454], [2.148683, -3.064168, -0.484608], [2.793520, -3.692325, 0.581373], [2.291687, -4.854371, 1.133873], [1.124956, -5.398417, 0.618107], [0.475974, -4.769853, -0.429293], [0.963969, -3.593672, -0.998570], [-0.099222, -2.863769, -2.279878], [-1.127742, -3.865178, -2.490639], [0.745414, -2.620928, -3.431288], [-0.605140, -1.647679, -1.634972], [3.702785, -3.253921, 0.970564], [2.809245, -5.327839, 1.958514], [0.712615, -6.308813, 1.035828], [-0.441506, -5.170075, -0.836101], [-0.964639, 3.813574, -2.222090], [-0.055076, 2.893774, -1.612761], [-0.394301, 1.337548, -1.586122], [-0.643855, 0.951836, -3.100981], [0.343083, 0.320510, -3.948557], [-1.882543, 1.336965, -1.042193], [-2.467708, 0.083311, -0.636225], [-0.426690, 4.751535, -2.335145], [-1.833227, 3.958819, -1.580224], [-1.286871, 3.452219, -3.198986], [-0.115314, 0.264659, -4.932137], [0.577288, -0.673831, -3.580304], [1.245971, 0.930343, -3.992990], [-3.497068, 0.308319, -0.369080], [-1.926004, -0.304240, 0.226617], [-2.416927, -0.645019, -1.443184], [-1.996589, 1.651840, 3.456661], [-0.806087, 2.473124, 2.944355], [-1.310734, 3.821020, 2.409969], [0.184859, 2.711037, 4.089620], [-0.146658, 1.745928, 1.848724], [0.363781, 1.154054, 0.926533], [-2.505852, 2.185003, 4.264440], [-1.661288, 0.684772, 3.832910], [-2.711036, 1.473119, 2.651770], [-1.812632, 4.380972, 3.204164], [-2.014720, 3.663242, 1.591320], [-0.478869, 4.416645, 2.031877], [-0.302578, 3.252174, 4.905481], [1.037701, 3.295204, 3.742320], [0.559801, 1.762142, 4.474374]], "forces_ev_per_angstrom": [[0.18, 0.52, 0.16], [-0.08, -0.13, 0.07], [-0.15, 0.07, 0.10], [0.03, 0.05, 0.02], [0.14, -0.14, -0.17], [0.09, -0.08, -0.08], [0.02, -0.06, -0.06], [-0.02, 0.02, -0.01], [0.01, 0.01, 0.00], [-0.02, 0.00, 0.00], [-0.03, 0.02, 0.05], [0.12, -0.35, 0.03], [-0.03, 0.10, 0.02], [-0.08, -0.36, 0.00], [0.28, -0.32, -0.20], [0.01, 0.00, -0.01], [-0.01, 0.00, 0.01], [0.01, 0.00, -0.01], [0.00, -0.01, 0.00], [0.01, -0.02, 0.02], [-0.05, 0.06, 0.01], [-0.08, -0.21, -0.12], [-0.08, 0.09, -0.08], [0.07, 0.14, 0.08], [0.06, 0.08, -0.02], [-0.28, 0.00, 0.04], [0.00, 0.01, 0.00], [0.00, 0.00, 0.00], [0.00, 0.00, 0.00], [0.00, -0.01, -0.02], [-0.02, 0.18, -0.15], [0.01, 0.04, -0.02], [-0.02, 0.06, 0.04], [-0.01, 0.00, -0.02], [-0.11, 0.15, 0.13], [0.00, 0.00, 0.00], [-0.01, 0.00, -0.02], [0.00, -0.01, 0.01], [0.00, 0.00, 0.00], [-0.02, -0.02, 0.02], [0.06, 0.11, 0.18], [0.00, 0.00, 0.00], [0.00, 0.00, 0.00], [0.00, 0.00, 0.00], [0.00, 0.00, 0.00], [0.00, 0.00, 0.00], [0.00, 0.00, 0.00], [0.00, 0.00, 0.00], [0.00, 0.00, 0.00], [0.00, 0.00, 0.00]], "lowdin_charge": [0.802, -0.400, 0.489, -0.272, -0.423, -0.229, -0.077, -0.085, -0.082, -0.064, -0.195, 0.461, -0.343, -0.338, -0.404, 0.111, 0.098, 0.098, 0.101, -0.103, -0.281, 0.599, -0.275, -0.082, -0.279, -0.101, 0.084, 0.081, 0.083, 0.091, 0.018, 0.088, 0.084, 0.074, 0.068, -0.060, -0.637, -0.059, -0.064, -0.130, -0.173, 0.077, 0.085, 0.079, 0.077, 0.079, 0.084, 0.077, 0.083, 0.083], "lumo_energy_ev": 2.66, "total_charge": -1, "largest_force_ev_per_a": 0.574, "spin_multiplicity": 1}